[1]
# C5H11NP

An isolated ion of composition C5H11NP and charge +1 in a non-equilibrium geometry (ωB97M-V/def2-TZVPD, OMol25).

Each line ends with the Mulliken charge.
Element x y z (Å)
C 0.16805 -1.61024 -0.42393  -0.7949
C -1.20206 -1.20790 0.60010  -0.5712
C 1.20588 -0.51420 -0.35245  -0.2419
C 0.71338 0.82388 -0.89454  -1.2679
C -0.53384 1.29546 -0.13898  0.0612
N -0.35878 1.30862 1.28476  -0.5174
P -1.87114 -0.09271 -0.54446  0.1574
H 0.51951 -2.62034 -0.20286  0.3805
H -1.71416 -2.05059 0.79321  0.5242
H 1.66822 -0.31051 0.62055  0.3860
H 2.02742 -0.74830 -1.12959  0.2943
H 1.33662 1.61179 -0.70334  0.4361
H 0.50944 0.78628 -1.93660  0.4083
H -0.83481 2.32183 -0.43631  0.5046
H -1.07841 1.81014 1.79634  0.2142
H 0.49981 1.28134 1.67988  0.1424
H -0.82723 -0.60120 1.47610  0.4515
H -0.22789 -1.48335 -1.48786  0.4325

Computed properties:
Kohn-Sham gap ... 6.97 eV
Molecular weight ... 116.12 g mol⁻¹
Relative energy (zero: lowest compared OMol25 entry of this formula, charge and spin) ... 176.64 kJ/mol
Charge ... +1
Lowest unoccupied orbital energy ... -0.2437 hartree

[2]
# C6H14BBeCl14

C6H14BBeCl14 as an isolated structure in a non-equilibrium geometry (ωB97M-V/def2-TZVPD, OMol25).

Each line ends with the Mulliken charge.
Element x y z (Å)
Be 2.01666 -1.77588 0.10011  0.5742
B 0.62786 -0.12747 -0.53467  1.5964
H 1.54129 -0.27428 -1.28241  -0.0922
H -0.05762 0.73373 -0.87146  -0.5214
H 0.07695 -1.16309 -0.47683  -0.2296
H 1.05673 0.17660 0.50155  -0.4207
C -1.01234 -1.84213 3.72914  -0.0901
Cl -0.07825 -0.82422 2.58903  -0.0263
Cl -2.35757 -0.90238 4.33546  -0.0791
Cl 0.00613 -2.50466 5.00153  -0.1055
H -1.39870 -2.65191 3.12011  0.2702
C -1.94845 2.29810 0.93714  0.7374
Cl -2.86037 3.32020 -0.19084  -0.1082
Cl -2.95831 1.67575 2.29268  -0.1076
Cl -0.66494 3.24273 1.66000  -0.1212
H -1.59189 1.42848 0.39933  -0.4251
C -1.11780 -4.85464 -1.72327  -0.3715
Cl -0.96540 -3.56001 -0.51910  -0.0749
Cl 0.46797 -5.44683 -2.15384  -0.1394
H -1.63746 -5.63707 -1.17669  0.3274
H -1.71890 -4.57553 -2.58265  0.3032
C 1.20260 3.29941 -2.04483  0.2264
Cl 1.00073 5.07983 -1.92076  -0.1563
Cl 1.36810 2.87251 -3.75144  -0.1450
H 2.03764 2.94619 -1.45069  0.2139
H 0.24056 2.91335 -1.72303  -0.1544
C -1.07269 -0.25197 -3.35207  0.1514
Cl -1.59104 0.64594 -4.80592  -0.1524
Cl -1.33387 -1.98449 -3.50066  -0.1428
H -0.00706 -0.08693 -3.22816  0.0507
H -1.57201 0.19320 -2.49779  0.1250
C 2.88289 1.64521 2.97830  0.1484
Cl 3.05817 0.06414 2.16666  -0.1421
Cl 3.00615 1.56796 4.69229  -0.0844
H 3.49718 2.40279 2.49964  0.3677
H 1.85708 1.95741 2.78413  -0.2017

Computed properties:
Kohn-Sham gap ... 4.29 eV
Molecular weight ... 602.34 g mol⁻¹
Relative energy (zero: lowest compared OMol25 entry of this formula, charge and spin) ... 0.00 kJ/mol
Charge ... +1
Lowest unoccupied orbital energy ... -0.3215 hartree

[3]
# C9H11BrN4

A 2-piece molecular cluster, C9H11BrN4 overall in a non-equilibrium geometry (ωB97M-V/def2-TZVPD, OMol25).

Each line ends with the Mulliken charge.
Element x y z (Å)
N 3.30687 1.17133 -1.23118  -0.5824
C 2.20144 1.20228 -0.40648  0.8492
C 1.34827 2.22649 -0.12994  -0.7545
N 0.45973 1.79075 0.80341  0.1651
N 0.71989 0.55289 1.18736  -0.5036
C 1.81757 0.24318 0.51690  -0.1217
Br 2.42166 -1.57326 0.75815  -0.1406
H 3.11676 1.74231 -2.08588  0.2496
H 3.67979 0.29161 -1.40333  0.2312
H 1.29577 3.22811 -0.60500  0.3845
H -0.25445 2.34061 1.20515  0.1884
C -0.32088 -1.14430 -1.70235  -1.2697
C -1.11500 -1.02507 -0.33376  0.7380
C -1.32615 -1.98271 0.59248  -0.3267
C -2.08199 -1.61115 1.73586  -0.3906
C -2.71274 -0.39721 1.75433  -0.3120
N -2.61041 0.45933 0.70749  -0.6446
C -1.77992 0.19181 -0.22781  -0.3991
H 0.02000 -2.12588 -1.71755  0.4248
H 0.72398 -0.53347 -1.73012  0.0999
H -0.82314 -0.89346 -2.60805  0.3903
H -0.79699 -2.87496 0.65044  0.4834
H -2.12005 -2.19815 2.58709  0.4718
H -3.35431 -0.07095 2.63575  0.2909
H -1.81570 0.98987 -0.95296  0.4783

Computed properties:
Kohn-Sham gap ... 9.09 eV
Molecular weight ... 255.12 g mol⁻¹
Relative energy (zero: lowest compared OMol25 entry of this formula, charge and spin) ... 46.71 kJ/mol
Lowest unoccupied orbital energy ... 0.0256 hartree

[4]
# C39H49N2O3P2PtS

C39H49N2O3P2PtS as an isolated structure (ωB97M-V/def2-TZVPD, OMol25).

Each line ends with the Mulliken charge.
Element x y z (Å)
Pt -0.45399 -0.19779 -0.25478  5.0049
C -2.47219 -3.25733 -0.49234  -1.5557
P -1.09498 -2.18763 -1.00249  1.8872
C -1.77767 -1.51849 -2.55092  0.0240
C -2.67519 -0.44699 -2.46667  -0.2225
C -3.24215 0.08874 -3.61328  -0.8227
C -2.93253 -0.45061 -4.85488  -0.7249
C -2.08020 -1.54404 -4.94378  -0.8689
C -1.50849 -2.08076 -3.80050  -0.7834
C 0.21337 -3.36731 -1.43164  1.2970
C 0.34100 -4.56474 -0.73050  -0.9896
C 1.39434 -5.42801 -0.99877  -0.9005
C 2.32762 -5.11130 -1.97489  -0.8365
C 2.19898 -3.92927 -2.69480  -1.0178
C 1.15040 -3.06422 -2.42545  -0.9662
H -2.58523 -3.97846 -1.30383  0.5306
H -3.37918 -2.65780 -0.44266  0.4746
H -2.34328 -3.78940 0.44083  0.6083
H -2.94093 -0.03649 -1.49827  0.3216
H -3.93307 0.91866 -3.53697  0.4668
H -3.37187 -0.03192 -5.75127  0.4477
H -1.86108 -1.98541 -5.90726  0.4829
H -0.86064 -2.94192 -3.89143  0.5445
H -0.38313 -4.85143 0.02441  0.4139
H 1.47775 -6.35529 -0.44708  0.4767
H 3.14562 -5.78862 -2.18487  0.4225
H 2.90986 -3.68147 -3.47264  0.5036
H 1.06163 -2.15367 -3.00975  0.7115
N 1.74505 -0.17594 -1.37679  -0.5401
C 2.02348 0.38675 -2.69170  -0.7014
C 3.30465 0.81646 -3.01127  -0.3311
C 3.55384 1.39001 -4.24929  -0.7212
C 2.52957 1.51968 -5.17758  -0.5857
C 1.25270 1.08536 -4.85725  -1.1412
C 0.99456 0.53026 -3.61066  0.9949
H 1.89546 -1.18081 -1.42443  0.0721
H 2.43782 0.16734 -0.71595  0.2905
H 4.10655 0.71921 -2.28633  0.4708
H 4.54946 1.74242 -4.48401  0.4385
H 2.72449 1.97512 -6.13947  0.4329
H 0.44477 1.20191 -5.56864  0.4750
H -0.01514 0.23575 -3.34951  0.1413
C 0.44613 -1.63547 4.24056  -1.6839
C 0.17886 -1.88325 2.74896  2.4042
C 1.53828 -1.94948 2.03415  -1.6233
C -0.54269 -3.21120 2.57060  -1.7005
P -0.73710 -0.43864 1.98994  -1.9134
C 0.20189 0.99189 2.59303  0.9410
C -0.07919 1.55149 3.84896  -0.8714
C 0.61763 2.65418 4.30536  -1.0007
C 1.61856 3.23034 3.52594  -1.0865
C 1.93601 2.66273 2.30647  -1.4291
C 1.23244 1.55746 1.84150  -0.4316
C -2.51458 -0.25218 2.59404  2.1299
C -2.94327 1.22074 2.52544  -1.3103
C -3.41863 -1.07097 1.66768  -1.2649
C -2.77300 -0.75445 4.02566  -1.7253
H 1.01192 -2.49359 4.61303  0.5617
H -0.46061 -1.56222 4.83588  0.2932
H 1.05149 -0.74551 4.40113  0.3346
H 2.12141 -2.75968 2.47958  0.5892
H 2.10294 -1.02387 2.16286  0.2631
H 1.42851 -2.15796 0.96789  0.2066
H 0.11076 -4.01615 2.91637  0.6280
H -0.74963 -3.39391 1.52328  0.0676
H -1.47395 -3.27314 3.13493  0.1686
H -0.84091 1.12696 4.48516  0.2772
H 0.37594 3.07474 5.27343  0.4914
H 2.14312 4.12287 3.84339  0.5620
H 2.71324 3.11393 1.70704  1.1631
H 1.49986 1.13771 0.88278  0.1681
H -2.63125 1.71833 1.60711  0.0426
H -2.54446 1.81243 3.34429  0.3954
H -4.03372 1.26027 2.58196  0.5433
H -3.30838 -0.75869 0.62945  -0.1275
H -4.45939 -0.91642 1.96213  0.6688
H -3.21147 -2.14010 1.74676  0.3185
H -2.20849 -0.21964 4.78481  0.2879
H -2.58679 -1.82167 4.13879  0.4000
H -3.83192 -0.58779 4.23860  0.4796
N -1.06093 1.97063 -0.62060  -0.6277
C -0.17064 3.10676 -0.35621  0.3885
C 1.11031 3.10301 -0.87816  0.1930
C 1.99785 4.10116 -0.51594  -0.7213
C 1.62784 5.04459 0.43088  -0.3131
C 0.31562 5.09961 0.87685  -0.7219
C -0.60166 4.14259 0.45676  -1.0471
S 2.91509 6.04671 1.20068  1.2957
O 3.96500 6.10418 0.20736  -0.6947
O 2.27292 7.29423 1.53620  -0.7072
O 3.23156 5.19009 2.34605  -0.6324
H -1.85256 2.05045 0.00643  -0.0705
H -1.44052 2.06049 -1.56078  0.4116
H 1.41392 2.32744 -1.55839  0.3235
H 3.01545 4.12396 -0.89475  0.5389
H 0.03233 5.88046 1.57410  0.5222
H -1.62315 4.16303 0.82989  0.4205

Computed properties:
Kohn-Sham gap ... 4.96 eV
Molecular weight ... 882.93 g mol⁻¹
Relative energy (zero: lowest compared OMol25 entry of this formula, charge and spin) ... 84.71 kJ/mol
Charge ... +1
Lowest unoccupied orbital energy ... -0.1726 hartree

[5]
# C8H6N2O2

A single C8H6N2O2 molecule in a non-equilibrium geometry (ωB97M-V/def2-TZVPD, OMol25).

Each line ends with the Mulliken charge.
Element x y z (Å)
O 1.19357 -2.45100 -0.46678  -0.6015
C 0.17390 -1.88296 0.00555  0.4253
N -1.06377 -2.53160 0.10806  0.0406
N -2.19387 -1.87490 0.48288  -0.6190
C -2.19107 -0.66276 1.12174  0.0589
O -1.31662 0.13038 1.61745  -0.4303
C -0.25688 0.57052 0.66679  0.4954
C 0.03944 1.94985 0.66420  -0.3340
C 1.04955 2.36443 -0.30045  -0.5251
C 1.72587 1.42395 -1.03540  -0.2691
C 1.38439 0.04472 -1.17539  -0.6017
C 0.38279 -0.29599 -0.19272  0.4302
H -1.22129 -3.36112 -0.51095  0.3082
H -3.28320 -0.55702 1.11643  0.4014
H -0.73990 2.53047 1.38282  0.2472
H 1.31052 3.35273 -0.44267  0.4527
H 2.69382 1.84482 -1.49239  0.2542
H 2.31273 -0.59453 -1.54916  0.2667

Computed properties:
Kohn-Sham gap ... 8.74 eV
Molecular weight ... 162.15 g mol⁻¹
Relative energy (zero: lowest compared OMol25 entry of this formula, charge and spin) ... 498.01 kJ/mol
Lowest unoccupied orbital energy ... -0.0046 hartree

[6]
# C5H13NO

A 2-piece molecular cluster, C5H13NO overall in a non-equilibrium geometry (ωB97M-V/def2-TZVPD, OMol25).

Each line ends with the Mulliken charge.
Element x y z (Å)
C -0.12090 -1.22414 -2.90237  -0.8632
C 0.49247 0.09444 -2.55131  0.6657
N -0.23202 1.24994 -2.78752  -0.4604
O 1.56781 0.22095 -1.99719  -0.6113
H 0.74163 -1.76632 -3.28941  0.2785
H -0.92696 -1.12277 -3.62481  0.3518
H -0.54653 -1.76154 -2.05815  0.1980
H 0.34387 2.08035 -2.73929  0.2401
H -0.92292 1.24596 -3.50808  0.2178
C 0.53364 0.76830 3.33305  -1.0827
C 0.31917 -0.40526 2.36457  -0.2459
C -0.76752 -0.14596 1.29948  -1.0035
H 1.12752 0.35145 4.14664  0.3109
H -0.41994 0.98901 3.82397  0.2874
H 0.83622 1.65448 2.79284  0.3432
H 1.20642 -0.62579 1.77686  0.2611
H -0.00280 -1.27910 2.93009  0.2836
H -0.40899 0.43591 0.44936  0.2023
H -1.14515 -1.06219 0.82994  0.2832
H -1.67503 0.30227 1.71133  0.3434

Computed properties:
Kohn-Sham gap ... 10.79 eV
Molecular weight ... 103.16 g mol⁻¹
Relative energy (zero: lowest compared OMol25 entry of this formula, charge and spin) ... 32.86 kJ/mol
Lowest unoccupied orbital energy ... 0.0321 hartree

[7]
# C32H55BrClF3N4O7P3S2

A 3-piece molecular cluster, C32H55BrClF3N4O7P3S2 overall in a non-equilibrium geometry (ωB97M-V/def2-TZVPD, OMol25).

Each line ends with the Mulliken charge.
Element x y z (Å)
C 3.32039 4.20519 2.13507  -1.0448
C 2.51451 2.94802 2.66446  -0.2557
S 3.14637 1.50859 1.71353  -0.1271
C 1.76808 0.29620 1.45853  0.6411
N 1.21438 0.41762 0.05513  0.4716
Cl 1.49547 1.93237 -0.71648  0.0009
C 0.52879 -0.50043 -0.58259  -2.1266
N 0.04042 -0.42016 -1.86747  1.2540
C 0.92556 -0.13328 -2.97114  -0.4989
P 0.30441 1.25780 -4.09270  0.8480
O 1.39578 1.47442 -5.07613  -0.7969
O 0.03954 2.67402 -3.29584  -0.4729
O -1.04830 0.81420 -4.90775  -0.4765
C -1.30182 -0.99348 -2.08814  -1.4242
C -1.15713 -2.19019 -3.08833  -1.3280
Br -2.77623 -3.00661 -3.91650  -0.0137
C -0.03855 -3.27489 -2.79815  0.3878
C 0.43770 -3.81152 -4.22503  -1.4975
C -2.12618 -1.08456 -0.70912  2.7580
P -3.72536 -2.02682 -0.92032  -0.0356
O -4.75584 -2.02152 0.16508  -0.7460
C -2.59723 0.39444 -0.33622  -1.1151
C -3.62494 0.70166 0.59381  0.1512
C -4.07763 2.05696 0.91234  -1.3020
C -3.30823 2.97448 0.13950  -0.6929
C -2.26493 2.61732 -0.73838  -0.5906
N -1.90326 1.36182 -0.98183  0.3654
C -1.24747 -1.76195 0.47293  0.5501
C -1.27729 -0.89077 1.84627  -1.6743
C -2.42382 -1.19614 2.86978  -1.3277
C -2.66035 0.08612 3.78997  -0.9715
C -1.52551 0.12635 4.86304  -0.1678
O -1.60211 -0.91187 5.83486  -0.5637
P -1.83986 -3.43546 1.11250  -0.2093
S -1.50775 -5.03686 0.08502  -0.2893
N 0.17536 -1.69462 0.10534  1.4227
C 1.12871 -2.75463 0.26557  -1.4515
C 1.53187 -3.23146 1.73489  -0.0278
C 2.99753 -3.72686 1.61169  -0.3742
F 4.02397 -2.82460 1.76036  -0.1630
C 3.22857 -5.06651 1.38750  0.1682
F 3.79973 -5.53355 0.26822  -0.1987
F 2.86537 -5.92993 2.34879  -0.1788
H 4.34734 3.86715 1.84506  0.3128
H 2.85571 4.61494 1.21360  0.2549
H 3.44010 4.96765 2.93520  0.3510
H 1.41535 3.09728 2.61313  0.3107
H 2.84977 2.82223 3.72248  0.3800
H 2.26178 -0.68931 1.53769  -0.4767
H 1.03295 0.52531 2.25224  -0.1846
H 1.93926 0.17429 -2.61716  0.7239
H 1.15227 -0.96013 -3.69474  0.1731
H 0.78056 3.24186 -3.59221  0.3440
H -1.57923 1.60028 -5.14099  0.3160
H -1.92130 -0.28330 -2.70151  1.0586
H -0.78761 -1.73350 -4.04570  0.6067
H 0.86659 -2.79943 -2.37344  -0.0010
H -0.41771 -4.17383 -2.28176  0.0891
H -0.21744 -4.61617 -4.61316  0.3869
H 1.42827 -4.29985 -4.02217  0.4505
H 0.64888 -2.99185 -4.94541  0.3222
H -4.32593 -1.46939 -2.09579  0.1745
H -3.45506 -3.39944 -1.21884  0.2849
H -4.14925 -0.07607 1.17352  0.7091
H -4.87671 2.29096 1.62733  0.5636
H -3.56178 4.04874 0.25094  0.3200
H -1.70812 3.42082 -1.26527  0.4429
H -0.36516 -1.26830 2.38288  1.0179
H -1.04445 0.18359 1.68844  0.4782
H -3.41024 -1.48829 2.45999  0.3101
H -2.10343 -1.99513 3.58351  1.0196
H -3.61301 -0.09719 4.34843  0.3525
H -2.70919 1.01896 3.18338  0.2619
H -0.52521 0.03501 4.35588  -0.0448
H -1.54459 1.10164 5.41181  0.3666
H -2.39660 -1.45418 5.72192  0.3594
H -1.13900 -3.59588 2.35321  0.1044
H -3.20535 -3.44284 1.51309  0.3333
H 2.11155 -2.40011 -0.16009  0.5708
H 0.96164 -3.70939 -0.29650  0.3357
H 1.56161 -2.40547 2.48028  0.1837
H 0.96335 -4.12840 2.07088  0.5325
C -5.95748 4.17555 -4.13084  -0.5767
C -5.14105 5.39400 -4.52206  -0.4908
C -4.86714 6.03446 -3.17340  -0.4698
O -4.81317 4.96988 -2.21080  -0.3908
C -5.30427 3.76766 -2.82223  -0.0760
H -5.94647 3.38131 -4.87727  0.3347
H -6.99693 4.46508 -3.95552  0.2801
H -4.20088 5.07816 -4.98407  0.2154
H -5.65236 6.06227 -5.21412  0.3486
H -5.67773 6.70977 -2.88253  0.2739
H -3.92839 6.59062 -3.15574  0.2710
H -4.44737 3.10478 -2.99611  -0.0005
H -5.99830 3.26788 -2.14412  0.2875
C 7.43626 -1.56088 3.41820  -0.4869
C 7.21151 -1.48421 1.91844  -0.1438
C 7.34047 0.00665 1.65890  -0.1319
O 8.25690 0.51737 2.63154  -0.4275
C 8.48525 -0.48350 3.63199  -0.4344
H 7.75792 -2.54263 3.76536  0.3614
H 6.51489 -1.29662 3.94605  0.1944
H 8.00556 -2.02476 1.39577  0.2634
H 6.25423 -1.89108 1.59600  0.0012
H 6.38082 0.51925 1.79801  -0.0144
H 7.71054 0.22705 0.65571  0.2949
H 9.49574 -0.87948 3.48765  0.2660
H 8.42807 -0.03078 4.62298  0.2795

Computed properties:
Kohn-Sham gap ... 7.17 eV
Molecular weight ... 937.22 g mol⁻¹
Charge ... +1
Lowest unoccupied orbital energy ... -0.1415 hartree

no.,DFT total energy (hartree)
1,-592.8591
2,-6718.7942
3,-3142.5263
4,-3050.7577
5,-568.2926
6,-328.3063
7,-7151.7890